Record 1
{"formula": "C8H16CeCl2N2S", "method": "ωB97M-V with the def2-TZVPD basis set", "species": ["Ce", "Cl", "Cl", "C", "H", "H", "C", "C", "H", "C", "H", "C", "H", "H", "C", "H", "H", "C", "H", "H", "H", "H", "N", "C", "N", "S", "H", "H", "H", "H"], "coordinates": [[-1.7921, -1.0699, -0.3993], [-2.4195, 1.2207, -1.4449], [-0.9370, -2.1435, 1.7543], [-3.8382, -1.7908, -0.3746], [-4.2009, -2.6433, 0.2598], [-4.4461, -1.5993, -1.2860], [2.1162, -0.7852, -0.3036], [1.0763, -1.3082, -0.9117], [2.2718, -0.9248, 0.7801], [0.5700, -0.7688, -2.2461], [0.5975, -2.2386, -0.5411], [1.7540, -0.3693, -3.1979], [-0.1769, -1.4129, -2.7571], [0.0445, 0.1905, -2.0573], [2.6848, 0.5705, -2.4558], [2.2750, -1.2700, -3.5595], [1.3151, 0.1270, -4.0843], [3.0577, 0.1285, -1.0164], [3.5995, 0.6843, -3.0354], [2.2168, 1.5663, -2.4237], [4.0454, -0.3670, -1.0507], [3.2131, 1.0391, -0.4179], [-2.2968, 2.6010, 3.8561], [-1.4577, 1.6401, 3.4097], [-1.0261, 0.7953, 4.3781], [-0.9250, 1.5378, 1.7956], [-2.7402, 2.5344, 4.7708], [-2.6453, 3.2907, 3.1944], [-0.4175, 0.0315, 4.1011], [-1.5183, 0.7337, 5.2634]], "forces_ev_per_a": [[-1.29, 0.31, -0.10], [-0.02, 1.29, -0.74], [0.75, -0.89, 1.73], [0.06, -1.16, -0.21], [-0.05, 0.59, -0.49], [-0.14, -0.01, 0.49], [0.35, 0.51, 0.75], [-0.95, -1.42, -1.25], [0.24, -0.56, -0.74], [0.79, 0.54, -0.64], [0.17, 0.95, 0.36], [-1.16, -0.65, 0.06], [0.56, 0.04, 0.20], [0.05, -0.40, -0.02], [-0.08, 0.24, 0.24], [-0.10, 0.18, 0.22], [0.33, -0.16, 0.33], [0.48, 0.85, -0.10], [0.14, 0.12, -0.01], [0.04, -0.29, 0.09], [-0.30, 0.05, 0.14], [0.06, -0.18, -0.08], [-0.52, 0.52, -0.02], [0.63, -0.37, -0.67], [0.08, -0.21, -0.01], [-0.36, 0.53, 1.19], [0.28, 0.08, -0.56], [0.14, -0.60, 0.28], [-0.47, 0.14, -0.05], [0.26, -0.07, -0.36]], "homo_energy_ev": [-1.828, -1.867], "e_above_lowest_kj_mol": 49.0, "total_charge": -1, "orbital_gap_ha": [0.163, 0.165], "multiplicity": 2, "e_lumo_ev": [2.618, 2.616]}



Record 2
{"formula": "C8H16Cl2GaO", "method": "ωB97M-V with the def2-TZVPD basis set", "species": ["Ga", "Cl", "Cl", "C", "H", "H", "C", "C", "H", "C", "H", "C", "H", "H", "C", "H", "H", "C", "H", "H", "H", "H", "C", "O", "H", "H", "H", "H"], "coordinates": [[-1.8487, 0.1062, 1.2125], [-0.2885, 0.5194, 2.7199], [-2.4090, -2.0188, 0.9726], [-3.3020, 0.9685, 2.0688], [-4.1935, 0.8227, 1.3955], [-3.0574, 2.0576, 1.8742], [-0.0091, -0.6510, -1.3705], [-0.7302, 0.2813, -0.8037], [-0.4407, -1.6347, -1.4621], [-0.2268, 1.6929, -0.5736], [-1.8266, 0.2002, -0.7802], [0.8809, 2.0622, -1.5403], [-1.0594, 2.4210, -0.5302], [0.2036, 1.6350, 0.4448], [1.9519, 0.9540, -1.5597], [0.4244, 2.2165, -2.5199], [1.3326, 2.9975, -1.1947], [1.4464, -0.4926, -1.5746], [2.6303, 1.1286, -2.4075], [2.5420, 1.0487, -0.6341], [1.8001, -1.0225, -2.4635], [1.8857, -0.9962, -0.7032], [0.9495, -2.4460, 1.8593], [0.4266, -1.7538, 0.7523], [1.2735, -1.6655, 2.5477], [1.8021, -3.0522, 1.5049], [0.1740, -3.0765, 2.3286], [-0.3316, -2.3026, 0.4368]], "forces_ev_per_a": [[-1.20, 0.10, 2.39], [1.24, 0.06, 0.36], [-0.39, -1.37, -0.38], [-0.62, 1.23, -1.89], [0.14, 0.00, 0.50], [-0.29, -0.39, 0.67], [0.40, -0.83, -0.09], [-1.49, 2.53, -1.44], [-0.09, -0.12, -0.56], [0.18, -0.41, 1.02], [0.33, -0.38, -0.46], [-0.11, -0.35, 0.18], [0.38, -0.39, -0.12], [-0.05, 0.59, -0.26], [0.37, 0.60, 0.15], [0.21, 0.01, -0.19], [0.03, -0.02, -0.31], [0.48, -0.13, -0.06], [-0.06, -0.06, 0.26], [-0.06, 0.25, -0.34], [-0.17, -0.03, -0.01], [0.00, -0.10, -0.37], [0.25, -0.02, -0.01], [-0.39, -1.38, -0.14], [0.11, -0.34, 0.26], [-0.13, -0.07, 0.48], [0.39, 0.20, -0.02], [0.52, 0.81, 0.37]], "homo_energy_ev": [-2.714, -2.713], "e_above_lowest_kj_mol": 233.3, "total_charge": -1, "orbital_gap_ha": [0.216, 0.216], "e_lumo_ev": [3.152, 3.152]}



Record 3
{"formula": "C8H16Cl8", "method": "ωB97M-V with the def2-TZVPD basis set", "species": ["Cl", "C", "C", "Cl", "H", "H", "H", "H", "Cl", "C", "C", "Cl", "H", "H", "H", "H", "Cl", "C", "C", "Cl", "H", "H", "H", "H", "Cl", "C", "C", "Cl", "H", "H", "H", "H"], "coordinates": [[1.5585, -25.0612, 17.7684], [2.4789, -24.2804, 19.1110], [3.9302, -24.0998, 18.6909], [4.6988, -25.6188, 18.0238], [2.3188, -24.8645, 20.0173], [2.0735, -23.2782, 19.2501], [4.4941, -23.7908, 19.5711], [3.9429, -23.2177, 18.0508], [2.7544, -16.3372, 21.7061], [2.0442, -17.7623, 20.8592], [0.5079, -17.6093, 20.7416], [-0.1610, -18.5532, 19.4114], [2.3886, -18.6520, 21.3864], [2.5049, -17.8225, 19.8732], [0.2538, -16.5630, 20.5720], [0.0382, -18.0165, 21.6369], [-7.9229, -18.6894, 18.7349], [-7.2042, -19.2450, 17.2171], [-8.0428, -18.6703, 16.0734], [-9.7192, -19.2342, 16.0381], [-7.1792, -20.3342, 17.1844], [-6.1678, -18.9288, 17.0986], [-7.6499, -18.9300, 15.0904], [-8.0181, -17.5824, 16.1377], [6.3027, -19.3810, 14.4332], [5.6164, -18.3468, 13.1161], [5.7911, -16.8609, 13.4787], [4.7952, -16.4032, 14.8730], [4.5490, -18.5498, 13.0293], [6.1072, -18.5864, 12.1729], [5.4736, -16.1661, 12.7011], [6.8053, -16.5429, 13.7202]], "forces_ev_per_a": [[-0.09, 0.31, 0.43], [0.02, -0.30, -0.55], [-0.16, -0.11, 0.66], [-0.39, 1.28, 0.37], [0.17, -0.09, -0.23], [-0.15, -0.12, 0.05], [0.16, -0.33, 0.04], [0.44, -0.65, -0.78], [-0.24, -0.35, -0.13], [-0.07, 0.08, -0.49], [0.87, -0.08, 0.75], [0.02, -0.31, -0.46], [-0.41, 0.09, 0.18], [-0.12, 0.30, 0.00], [-0.02, -0.19, 0.14], [-0.03, 0.45, 0.02], [0.36, -0.07, 0.36], [-0.48, -0.25, -0.99], [0.73, 0.15, -0.30], [-0.19, -0.03, 0.19], [-0.30, 0.04, 0.19], [-0.12, 0.37, 0.28], [0.28, -0.15, 0.18], [-0.29, -0.06, 0.09], [-0.24, 0.24, -0.60], [0.10, 0.89, 0.51], [0.16, 0.17, -0.23], [-0.22, -0.05, 0.36], [0.15, -0.19, 0.09], [0.12, -0.01, 0.20], [-0.15, -0.49, -0.36], [0.08, -0.56, 0.03]], "homo_energy_ev": -10.740, "e_above_lowest_kj_mol": 87.0, "total_charge": 0, "orbital_gap_ha": 0.405, "e_lumo_ev": 0.272}



Record 4
{"formula": "C8H16ClIN2OPYb", "method": "ωB97M-V with the def2-TZVPD basis set", "species": ["C", "I", "H", "H", "H", "Yb", "P", "C", "C", "H", "H", "H", "C", "H", "H", "H", "H", "H", "H", "C", "O", "Cl", "N", "C", "C", "C", "N", "H", "H", "H", "H"], "coordinates": [[-0.9217, 3.7918, -0.4539], [-1.1889, 2.0094, -1.6969], [-0.5588, 3.5481, 0.5540], [-1.8811, 4.3035, -0.3911], [-0.2227, 4.4471, -0.9731], [-0.1707, 0.7832, 0.8762], [1.9351, -0.6262, -0.7697], [2.3419, -0.7141, -2.5227], [2.7012, 0.9632, -0.3254], [2.8021, -2.0362, 0.9638], [3.9892, -1.7653, -0.3514], [2.6350, -2.9072, -0.6027], [2.9429, -1.9707, -0.1198], [2.6483, 1.1501, 0.7602], [3.7557, 0.8617, -0.6083], [3.4313, -0.6062, -2.6039], [1.8382, 0.0887, -3.0759], [2.2722, 1.8026, -0.8963], [2.0298, -1.6948, -2.9104], [-0.4673, -0.8735, -1.0529], [-0.9697, -1.4986, -1.8989], [1.3119, -0.4387, 2.4432], [-3.5584, 0.2394, 1.5505], [-4.3494, -0.8123, 1.8335], [-3.5363, -1.9423, 1.9011], [-2.2379, -1.4870, 1.6184], [-2.2434, -0.1475, 1.3920], [-3.7756, 1.2340, 1.5655], [-5.4131, -0.7092, 2.0230], [-3.8515, -2.9575, 2.0884], [-1.2883, -2.0356, 1.6836]], "forces_ev_per_a": [[-0.15, 0.32, -0.50], [0.07, 1.00, 0.50], [-0.01, 0.03, -0.17], [-0.01, -0.30, 0.07], [0.11, -0.28, 0.14], [0.32, -2.42, -0.83], [0.82, 0.04, -0.34], [-0.24, 0.03, -0.32], [0.43, 0.21, 0.24], [0.18, -0.18, -0.28], [0.03, -0.09, 0.02], [0.07, 0.23, 0.14], [-0.07, -0.03, 0.56], [0.23, 0.02, -0.31], [0.00, 0.43, 0.21], [-0.25, -0.05, -0.20], [0.20, -0.24, -0.04], [0.12, -0.26, 0.03], [0.13, 0.35, -0.03], [-3.81, -1.14, -0.76], [2.46, 1.43, 1.97], [-0.98, 0.65, -0.31], [0.83, -0.10, -0.19], [0.61, -0.15, 0.25], [0.29, 0.46, -0.42], [-0.51, 0.36, 0.45], [-0.45, -0.19, 0.62], [-0.17, -0.58, -0.12], [0.26, 0.09, -0.14], [0.06, 0.14, 0.06], [-0.56, 0.24, -0.29]], "homo_energy_ev": [-15.125, -15.123], "e_above_lowest_kj_mol": 0.0, "total_charge": 2, "orbital_gap_ha": [0.267, 0.226], "multiplicity": 2, "e_lumo_ev": [-7.854, -8.982]}



Record 5
{"formula": "C8H16ClO6P", "method": "ωB97M-V with the def2-TZVPD basis set", "species": ["C", "C", "C", "Cl", "P", "C", "O", "C", "O", "C", "C", "O", "H", "H", "H", "H", "H", "H", "H", "H", "H", "H", "H", "H", "H", "H", "H", "H", "C", "O", "O", "O"], "coordinates": [[3.2918, -2.4465, 0.2147], [2.3136, -1.5431, 0.9867], [2.7191, -0.0723, 0.9178], [2.1598, 0.7928, 2.3961], [2.1764, 0.6708, -0.7165], [1.0857, 2.1360, -0.3527], [-0.0491, 1.8714, 0.3946], [-0.8588, 0.8216, -0.0585], [-2.0059, 0.9193, 0.7363], [-2.5950, -0.2898, 1.0435], [-3.2215, -0.9868, -0.1716], [-2.9887, -2.4180, -0.1502], [2.7622, -3.0452, -0.5246], [4.0258, -1.8560, -0.3339], [3.8153, -3.1293, 0.8844], [2.2390, -1.8517, 2.0292], [1.3196, -1.6619, 0.5549], [3.8057, -0.0123, 0.9691], [3.3680, 1.3495, -1.0542], [0.8083, 2.5858, -1.3213], [1.6427, 2.8652, 0.2389], [-1.1164, 0.9796, -1.1202], [-0.3792, -0.1704, 0.1298], [-1.8748, -0.9842, 1.5303], [-3.3676, -0.0724, 1.7847], [-4.3009, -0.8469, -0.1670], [-2.8429, -0.5371, -1.0921], [-2.2405, -2.5661, 0.4353], [-2.4392, 2.3835, -2.0443], [-1.2353, 2.8860, -2.1412], [-3.4224, 3.1144, -1.6627], [-2.5947, 1.1142, -2.3354]], "forces_ev_per_a": [[-0.20, 0.02, -0.04], [-0.15, -0.14, -0.06], [0.25, 0.09, 0.04], [0.01, 0.10, 0.09], [-0.32, -0.66, -0.52], [-0.02, 0.67, 0.03], [0.37, -0.39, 0.88], [-0.25, 0.37, -0.58], [0.24, 0.20, 0.50], [-0.51, -0.22, -0.16], [0.13, -0.22, -0.08], [-0.15, -0.12, 0.23], [0.02, -0.05, -0.02], [0.07, -0.01, 0.00], [0.12, 0.03, 0.00], [0.10, -0.01, 0.04], [-0.09, 0.12, 0.09], [0.03, 0.01, 0.02], [0.05, 0.33, 0.24], [-0.13, -0.23, -0.11], [0.11, 0.01, -0.06], [0.13, -0.40, 0.08], [0.12, 0.10, 0.04], [0.11, 0.02, -0.09], [0.03, 0.03, 0.10], [-0.07, -0.01, -0.04], [0.04, 0.18, -0.08], [0.07, 0.02, -0.10], [-0.03, 0.43, -0.29], [0.06, -0.09, 0.00], [0.08, -0.30, -0.17], [-0.20, 0.13, 0.01]], "homo_energy_ev": 1.599, "e_above_lowest_kj_mol": 0.0, "total_charge": -2, "orbital_gap_ha": 0.110, "e_lumo_ev": 4.586}



Record 6
{"formula": "C8H16FNO2", "method": "ωB97M-V with the def2-TZVPD basis set", "species": ["C", "C", "C", "F", "C", "C", "N", "C", "C", "O", "C", "O", "H", "H", "H", "H", "H", "H", "H", "H", "H", "H", "H", "H", "H", "H", "H", "H"], "coordinates": [[-3.7268, -0.1295, -0.3922], [-2.2515, -0.0189, -0.6383], [-1.5055, 0.1530, 0.6646], [-1.7611, -0.9968, 1.5012], [0.0262, 0.3009, 0.5802], [0.4951, 1.4665, -0.2524], [1.8319, 1.7853, 0.0685], [2.6940, 0.6694, 0.4050], [2.2387, -0.6534, -0.1816], [3.1238, -1.7151, -0.0626], [0.8193, -1.0047, 0.2672], [0.1396, -1.7421, -0.7413], [-4.3196, -0.2171, -1.3799], [-4.0651, -0.9943, 0.2021], [-4.1141, 0.6992, 0.2089], [-1.9437, -0.8964, -1.2490], [-2.0709, 0.8133, -1.3127], [-1.9218, 0.9842, 1.2430], [0.2939, 0.5263, 1.6624], [0.3854, 1.2635, -1.3168], [-0.0845, 2.3821, -0.0563], [2.2381, 2.2789, -0.7166], [2.7445, 0.5581, 1.5143], [3.7131, 0.8761, 0.1033], [2.1800, -0.4414, -1.2627], [3.1949, -1.8911, 0.8850], [0.9176, -1.5833, 1.2110], [0.7284, -2.4725, -0.9545]], "forces_ev_per_a": [[-2.28, -0.41, -0.80], [-0.12, -0.97, -0.64], [0.65, -1.16, 0.03], [0.20, 0.80, -0.63], [-0.16, -0.47, 1.94], [-1.50, 0.36, -0.33], [1.99, 0.56, -0.09], [0.33, -0.53, 1.64], [-0.94, 1.32, -1.61], [0.44, -0.53, 0.67], [-0.39, 0.63, 0.22], [0.42, -0.09, 0.36], [0.90, 0.41, 1.50], [0.67, -0.03, -0.30], [0.00, 0.31, -0.40], [0.22, 0.45, 0.87], [0.17, 0.47, 0.18], [0.07, 0.08, -0.22], [-0.06, -0.04, -1.16], [-0.30, -0.32, -0.29], [-0.33, -0.38, 0.01], [0.07, 0.11, 0.19], [-0.03, 0.08, -0.38], [0.18, 0.06, -0.20], [-0.11, -0.31, 0.08], [0.22, -0.24, -0.08], [-0.30, 0.05, -0.38], [-0.04, -0.21, -0.19]], "homo_energy_ev": -8.866, "e_above_lowest_kj_mol": 0.0, "total_charge": 0, "orbital_gap_ha": 0.353, "e_lumo_ev": 0.734}